{
  "formula": "C16H42BBeF4N2O8",
  "method": "ωB97M-V with the def2-TZVPD basis set",
  "elements": ["Be", "B", "F", "F", "F", "F", "C", "O", "C", "C", "N", "C", "C", "O", "C", "H", "H", "H", "H", "H", "H", "H", "H", "H", "H", "H", "H", "H", "H", "H", "C", "O", "C", "C", "N", "C", "C", "O", "C", "H", "H", "H", "H", "H", "H", "H", "H", "H", "H", "H", "H", "H", "H", "H", "C", "C", "O", "O", "H", "H", "H", "H", "H", "H", "C", "C", "O", "O", "H", "H", "H", "H", "H", "H"],
  "xyz": [[-0.10500, -1.69347, -0.41227], [-2.09483, 0.33245, -0.83914], [-2.79140, 1.30507, -1.55782], [-2.34039, -0.96149, -1.32264], [-0.72111, 0.54898, -1.20431], [-2.22700, 0.50690, 0.52742], [-0.70768, -1.53639, 2.87809], [-1.24168, -2.01958, 1.66334], [-2.45933, -2.71868, 1.78512], [-2.54365, -3.74932, 0.63174], [-1.32543, -3.69936, -0.15563], [-1.38461, -4.30283, -1.48906], [-1.85415, -3.28704, -2.48534], [-0.75509, -2.37394, -2.62072], [-0.86444, -1.47390, -3.73402], [-0.14519, -2.27516, 3.45468], [-1.45114, -1.10457, 3.55417], [-0.04987, -0.68593, 2.68754], [-3.26546, -1.98799, 1.72347], [-2.54905, -3.27760, 2.71941], [-3.32702, -3.27876, 0.03107], [-2.87535, -4.74429, 0.91737], [-0.63639, -4.33298, 0.24673], [-2.10946, -5.12666, -1.60505], [-0.47934, -4.87310, -1.69534], [-2.79226, -2.81714, -2.19737], [-1.91552, -3.76003, -3.46980], [-1.93250, -1.30768, -3.89762], [-0.47282, -1.92896, -4.64579], [-0.38405, -0.54086, -3.48964], [-0.07283, 2.88072, 1.32564], [1.27543, 3.31657, 1.32052], [1.88022, 3.42033, 2.58971], [2.39458, 2.04166, 2.97543], [3.66005, 1.63273, 2.36187], [4.81219, 2.11272, 3.13424], [6.01491, 2.17082, 2.14001], [5.59240, 2.63766, 0.87608], [5.61157, 4.05066, 0.74397], [-0.65663, 3.71938, 1.72596], [-0.08933, 1.86838, 1.72114], [-0.51483, 2.91159, 0.32663], [1.22323, 3.90094, 3.32167], [2.75577, 4.07132, 2.49811], [1.61184, 1.32559, 2.71100], [2.52053, 2.07889, 4.06136], [3.83954, 2.12407, 1.48563], [4.98387, 1.45153, 3.98425], [4.82534, 3.14353, 3.52559], [6.31343, 1.14059, 1.93304], [6.86163, 2.67923, 2.60350], [4.99726, 4.63093, 1.43848], [5.32483, 4.32661, -0.26747], [6.65174, 4.35760, 0.89315], [-5.40090, -1.12333, -2.33184], [-5.55460, 0.30697, -2.82253], [-5.68793, 1.22767, -1.76652], [-6.56593, -1.55011, -1.65926], [-4.56256, -1.05949, -1.62420], [-5.13075, -1.87983, -3.06759], [-6.46828, 0.37581, -3.42041], [-4.78496, 0.58420, -3.55347], [-4.83193, 1.26007, -1.31445], [-6.91614, -0.84837, -1.10073], [2.25099, 0.72952, -0.69630], [2.12074, 0.18112, -2.11057], [1.46815, -1.07934, -2.24811], [1.56202, 0.01354, 0.32395], [2.15202, 1.81406, -0.81768], [3.31769, 0.75384, -0.44297], [3.14427, 0.00247, -2.45397], [1.78506, 0.95521, -2.80002], [2.09108, -1.65508, -2.69968], [1.99639, 0.16130, 1.17830]],
  "mulliken_charge": [0.941, -0.143, -0.337, 0.387, -0.130, -0.337, -0.452, 0.101, -0.829, -0.559, -0.196, -1.148, -0.124, -0.167, -0.808, 0.364, 0.393, -0.323, 0.360, 0.509, 0.094, 0.569, 0.309, 0.476, 0.462, -0.061, 0.560, 0.364, 0.279, 0.162, -0.575, -0.359, -0.539, 0.953, -0.053, -0.638, -0.685, -0.313, -0.728, 0.406, 0.214, 0.145, 0.400, 0.265, -1.415, 0.485, 0.119, 0.450, 0.333, 0.298, 0.429, 0.266, 0.262, 0.359, 0.695, -0.680, -0.588, -0.597, -0.538, 0.317, 0.391, 0.271, 0.365, 0.354, -0.286, -0.937, -0.251, -0.403, 0.238, 0.671, 0.526, 0.240, 0.239, 0.177],
  "lumo_energy_ha": -0.176,
  "energy_ha": -1785.1106,
  "homo_ha": -0.4180,
  "charge": 1,
  "gap_ev": 6.59
}


{
  "formula": "C2H5NO",
  "method": "ωB97M-V with the def2-TZVPD basis set",
  "elements": ["C", "N", "C", "O", "H", "H", "H", "H", "H"],
  "xyz": [[0.80651, -0.63439, -0.05129], [0.14524, 0.65243, -0.13089], [-1.75007, 0.76176, 0.25095], [-2.26068, -0.26719, 0.10192], [0.42479, 1.24910, -0.90157], [-0.25925, 1.19365, 0.80587], [0.35866, -1.21558, 0.75633], [0.65457, -1.18907, -0.97922], [1.88022, -0.55070, 0.14790]],
  "mulliken_charge": [-0.712, -0.352, -0.134, -0.253, 0.214, 0.399, 0.277, 0.285, 0.277],
  "lumo_energy_ha": 0.037,
  "energy_ha": -209.1150,
  "homo_ha": -0.3230,
  "charge": 0,
  "relative_energy_ev": 2.920,
  "gap_ev": 9.81
}


{
  "formula": "C3H7O2Yb",
  "method": "ωB97M-V with the def2-TZVPD basis set",
  "elements": ["C", "O", "C", "C", "O", "H", "H", "H", "H", "H", "H", "H", "Yb"],
  "xyz": [[-1.78920, -2.94314, 0.27247], [-0.49046, -2.37504, 0.30102], [0.54789, -3.28136, 0.08202], [1.85584, -2.56307, 0.02533], [1.94178, -1.35577, 0.12896], [-2.50369, -2.15070, 0.51845], [-1.99324, -3.30978, -0.74429], [-1.88460, -3.75831, 1.00502], [0.42060, -3.80955, -0.88166], [0.60115, -4.02807, 0.89738], [2.75821, -3.20305, 0.03951], [-0.62154, 1.16143, 0.43752], [0.24515, -0.06989, 1.76628]],
  "mulliken_charge": [-0.740, -0.076, -0.411, 0.065, -0.383, 0.223, 0.286, 0.333, 0.318, 0.342, 0.343, -0.301, 0.001],
  "lumo_energy_ha": [0.000, 0.001],
  "energy_ha": -1427.5045,
  "homo_ha": [-0.1573, -0.2642],
  "charge": 0,
  "spin_multiplicity": 2,
  "relative_energy_ev": 0.419,
  "gap_ev": [4.29, 7.23]
}